75
Properties=species:S:1:pos:R:3:forces:R:3 method="wB97M-V/def2-TZVPD" relative_energy_kj_mol=0.0 s2=8.8204 total_charge=+3 e_tot_ev=-204959.1345 spin_multiplicity=6 orbital_gap_ev="7.056 / 4.054"
Mn -0.81490 -0.40733 -0.00901 0.03 0.38 -0.15
C 2.55059 0.89194 0.67360 0.01 -0.04 0.02
C 1.46581 1.76834 1.28010 -0.02 0.11 -0.07
C 1.31436 3.06078 0.49253 -0.02 -0.03 -0.03
C 1.73771 2.04657 2.74918 0.00 0.02 0.02
O 0.21305 1.01432 1.19141 0.02 -0.25 0.05
Ge -1.52771 1.64737 1.64233 -0.01 -0.02 -0.02
O -1.90214 1.13763 -0.24854 -0.06 -0.03 -0.06
C -2.65774 1.90757 -1.27462 0.00 -0.02 -0.01
C -3.21055 0.90138 -2.26541 0.03 -0.04 0.01
C -3.78479 2.62826 -0.55317 0.01 -0.02 0.01
C -1.70702 2.90522 -1.90740 0.01 0.04 0.00
O -1.69255 -0.40939 1.63741 0.03 -0.02 0.41
C -2.88762 -1.20930 1.99794 -0.05 0.05 -0.12
C -2.48080 -2.06930 3.17927 0.01 -0.04 0.01
C -3.24818 -2.04816 0.78210 -0.01 0.02 -0.02
C -4.01317 -0.25976 2.36299 0.02 0.00 0.03
H 3.47160 1.46256 0.55324 0.01 0.00 0.02
H 2.25203 0.52292 -0.31014 0.01 0.03 0.00
H 2.78513 0.04026 1.32185 -0.03 0.01 -0.02
H 2.22355 3.65818 0.55773 0.00 0.00 0.00
H 0.49969 3.67090 0.89265 0.00 0.00 0.00
H 1.11496 2.85080 -0.56069 0.00 0.00 0.01
H 2.69933 2.54574 2.87006 -0.01 0.01 0.00
H 1.76718 1.11827 3.32612 0.00 0.01 -0.02
H 0.97430 2.69786 3.17948 0.00 0.00 0.01
H -3.92150 0.23023 -1.78140 0.00 0.00 -0.01
H -2.41280 0.30876 -2.72056 -0.02 0.01 0.00
H -3.73325 1.41766 -3.06998 -0.01 0.00 0.01
H -4.43722 1.92963 -0.03034 -0.02 -0.01 -0.01
H -4.39349 3.16384 -1.28207 0.01 0.00 -0.01
H -3.40540 3.37086 0.15169 0.00 -0.01 0.01
H -0.84865 2.41251 -2.36254 -0.04 0.02 0.01
H -1.35049 3.62297 -1.16660 0.01 -0.01 -0.01
H -2.22669 3.46420 -2.68619 0.00 0.01 0.01
H -1.69209 -2.77505 2.90227 -0.01 0.01 0.01
H -3.33328 -2.65229 3.52895 0.01 0.00 0.00
H -2.13759 -1.44899 4.00795 0.00 -0.01 0.00
H -2.41930 -2.70689 0.50014 -0.01 0.00 0.00
H -3.52614 -1.41312 -0.06473 0.01 -0.01 0.00
H -4.10053 -2.69332 0.99584 0.00 0.01 0.00
H -3.75973 0.33806 3.24039 0.00 0.01 0.00
H -4.91293 -0.82575 2.60432 0.00 -0.01 0.01
H -4.25331 0.40028 1.52908 -0.02 0.01 -0.01
C 2.30951 -2.33725 3.98969 0.01 0.00 0.01
C 1.77762 -2.73202 2.67720 -0.02 -0.01 -0.03
C 2.12056 -3.94237 2.04803 -0.02 0.06 0.01
C 1.55372 -4.23443 0.84068 -0.05 0.04 -0.02
C 0.63669 -3.30893 0.25102 0.00 -0.08 0.00
Br -0.25915 -3.84682 -1.24293 0.02 0.03 -0.03
N 0.35121 -2.10532 0.79222 0.02 -0.10 -0.03
C 0.88329 -1.84204 1.97186 0.07 0.03 0.04
H 2.42410 -3.20009 4.64909 0.00 0.01 -0.01
H 1.71539 -1.56176 4.46981 0.01 -0.01 0.00
H 3.32783 -1.93778 3.84787 -0.02 0.00 0.00
H 2.80205 -4.63731 2.52376 -0.01 0.01 0.01
H 1.75366 -5.16568 0.32598 -0.01 0.01 0.00
H 0.61537 -0.88552 2.40817 0.01 -0.02 0.00
C 0.12768 -1.29242 -4.16183 0.02 -0.02 -0.01
S 0.30739 0.07812 -3.04339 0.00 0.14 0.04
O 0.10303 -0.59367 -1.63584 0.04 -0.37 -0.04
C 2.01257 0.45537 -3.12541 -0.01 0.06 -0.04
C 3.00874 -0.51559 -3.03260 -0.01 -0.03 0.01
C 4.32828 -0.11554 -3.10516 0.03 0.02 -0.01
C 4.64213 1.23339 -3.27413 0.00 -0.01 0.00
C 3.64268 2.19073 -3.36458 0.02 0.01 0.00
C 2.31214 1.80521 -3.28638 -0.01 0.00 -0.01
H 0.86658 -2.06518 -3.96258 -0.02 0.00 0.02
H 0.27086 -0.88509 -5.16415 0.01 -0.01 0.00
H -0.89063 -1.66646 -4.06360 0.01 0.01 -0.01
H 2.76472 -1.56435 -2.91462 0.00 0.01 0.00
H 5.11986 -0.85049 -3.05053 0.00 0.00 0.00
H 5.67926 1.53343 -3.34638 0.00 0.00 0.00
H 3.89495 3.23256 -3.50769 0.00 -0.01 0.00
H 1.52016 2.54012 -3.37083 0.01 -0.01 0.00